1.
The following is a DFT calculation (ωB97M-V with the def2-TZVPD basis set) of a structure of composition C35H35FN5O6S2Tc.

Calculated values
ΔE to the lowest compared entry with this formula, charge and spin, kcal/mol: 6.55
LUMO (alpha / beta), eV: 2.43 / 2.43
Orbital gap (alpha / beta), eV: 6.1 / 6.0
Spin multiplicity: 2
<S²>: 0.766
Charge: -1

```
85
Properties=species:S:1:pos:R:3:forces:R:3
Tc -1.768 0.178 -1.310 -0.074 -0.012 0.026
N 4.128 0.426 4.579 0.006 0.007 0.018
C 2.833 0.173 4.104 -0.007 0.002 -0.034
C 1.899 -0.481 4.908 -0.025 -0.004 0.017
C 0.637 -0.777 4.420 -0.009 0.007 0.010
C 0.294 -0.428 3.122 0.056 0.003 -0.092
C 1.213 0.235 2.321 -0.022 -0.002 0.047
C 2.476 0.529 2.805 0.010 0.005 0.021
S -1.292 -0.918 2.482 0.101 -0.132 0.052
O -1.134 -2.292 2.045 0.013 0.017 0.015
O -2.258 -0.692 3.527 -0.032 0.040 -0.002
N -1.509 -0.043 1.170 -0.150 0.020 -0.141
C -1.706 1.293 1.233 0.058 0.014 0.025
N -1.990 1.794 -0.007 -0.025 0.056 -0.045
C -2.249 3.088 -0.113 0.004 -0.014 0.000
C -2.208 3.923 0.991 0.007 0.001 0.023
C -1.847 3.339 2.194 -0.004 0.002 -0.010
N -1.598 2.042 2.331 -0.015 0.013 -0.021
H 4.181 0.536 5.580 0.001 0.004 -0.003
H 4.588 1.189 4.106 0.000 -0.005 -0.003
H 2.165 -0.751 5.925 0.002 -0.007 0.000
H -0.098 -1.264 5.048 0.008 -0.011 0.007
H 0.939 0.544 1.322 0.010 0.000 -0.025
H 3.182 1.048 2.166 -0.003 -0.003 -0.003
H -2.486 3.447 -1.107 0.001 -0.012 -0.001
H -2.415 4.979 0.907 -0.001 0.002 0.008
H -1.749 3.938 3.093 0.000 0.002 0.003
C 2.930 -3.411 2.655 0.010 -0.006 -0.012
C 1.700 -4.183 2.218 -0.009 0.015 -0.009
C 1.958 -5.680 2.125 -0.001 0.005 -0.001
C 0.651 -6.415 1.872 -0.009 -0.003 0.012
C -0.150 -5.769 0.771 -0.018 0.004 -0.026
C -1.179 -6.457 0.166 0.020 -0.008 0.014
C -1.941 -5.850 -0.823 -0.008 0.006 -0.009
F -2.940 -6.571 -1.385 0.005 0.009 0.001
C -1.716 -4.567 -1.229 0.007 -0.008 0.016
C -0.665 -3.857 -0.640 -0.011 0.008 0.002
C -0.460 -2.454 -1.007 0.016 -0.020 -0.024
O -1.340 -1.886 -1.699 0.049 0.041 0.023
C 0.751 -1.871 -0.539 -0.042 0.014 -0.008
C 1.471 -2.527 0.415 0.001 0.018 0.009
N 1.167 -3.732 0.917 -0.020 0.006 0.008
C 0.121 -4.452 0.352 -0.010 -0.022 0.000
C 1.253 -0.495 -0.902 -0.025 0.015 -0.035
O 2.473 -0.305 -0.865 0.024 0.004 0.014
O 0.381 0.399 -1.153 0.031 -0.009 0.069
H 3.291 -3.850 3.586 -0.004 0.008 0.006
H 2.712 -2.362 2.851 0.009 -0.008 0.005
H 3.732 -3.477 1.916 -0.005 -0.007 -0.005
H 0.897 -3.999 2.942 0.009 -0.011 0.011
H 2.414 -6.028 3.053 0.003 0.008 0.000
H 2.671 -5.863 1.315 0.002 -0.003 0.000
H 0.053 -6.401 2.789 0.004 -0.004 0.003
H 0.830 -7.464 1.629 0.001 0.001 0.001
H -1.405 -7.475 0.457 -0.001 0.000 0.001
H -2.333 -4.082 -1.973 0.001 0.004 -0.002
H 2.337 -2.028 0.821 -0.004 0.007 -0.013
C -2.608 0.876 -2.628 0.074 -0.033 0.048
C -3.038 1.793 -3.669 0.007 0.004 0.035
C -2.287 2.944 -3.946 -0.010 -0.003 -0.004
C -2.695 3.845 -4.915 -0.006 0.000 -0.001
C -3.856 3.612 -5.642 0.005 0.008 -0.002
C -4.604 2.470 -5.385 -0.002 0.004 -0.005
C -4.205 1.573 -4.407 -0.006 -0.017 0.004
H -1.373 3.106 -3.386 0.003 -0.001 0.001
H -2.102 4.731 -5.110 -0.001 0.001 -0.002
H -4.174 4.313 -6.403 0.000 0.001 -0.001
H -5.510 2.281 -5.948 -0.002 0.001 -0.001
H -4.792 0.689 -4.194 0.000 0.000 0.000
C -0.050 6.155 -1.422 -0.008 -0.006 0.005
C 0.826 5.109 -2.091 -0.010 -0.011 -0.013
S 1.107 3.732 -0.946 0.009 -0.001 0.000
O 1.897 4.324 0.179 0.001 -0.011 -0.008
C 2.274 2.815 -1.966 0.011 -0.016 -0.014
C 1.671 2.307 -3.268 -0.005 -0.001 0.005
H -0.166 7.030 -2.063 -0.001 0.002 0.000
H 0.396 6.470 -0.478 0.002 0.003 0.001
H -1.043 5.753 -1.213 0.003 0.007 -0.002
H 1.809 5.511 -2.351 0.007 -0.008 0.007
H 0.354 4.704 -2.988 0.003 0.004 -0.007
H 2.563 1.966 -1.344 -0.008 0.007 0.018
H 3.134 3.473 -2.111 0.001 0.005 0.004
H 0.708 1.831 -3.083 -0.003 0.000 0.000
H 2.325 1.542 -3.688 0.002 0.004 -0.009
H 1.552 3.098 -4.011 -0.001 0.000 0.000
```
Forces are in eV/Å.

2.
The following is a DFT calculation (ωB97M-V with the def2-TZVPD basis set) of a structure of composition C5H15N3.

Calculated values
ΔE to the lowest compared entry with this formula, charge and spin, kcal/mol: 93.81
LUMO, eV: -6.03
Orbital gap, eV: 11.0
Spin multiplicity: 1
Charge: +2

```
23
Properties=species:S:1:pos:R:3:forces:R:3
C -1.744 1.313 0.111 -0.379 0.214 -0.041
C 3.860 -0.747 -0.114 -0.863 -0.932 -0.293
C -3.351 -1.494 0.520 -0.215 -0.314 0.648
C 3.504 0.900 0.230 -1.164 0.586 0.071
C 2.486 -0.167 -0.062 0.033 -0.056 0.034
N -2.792 2.128 0.042 -0.433 0.014 -0.089
N -1.613 0.066 -0.153 0.875 -0.885 -0.024
N -2.742 -0.710 -0.587 -0.416 0.420 -0.358
H -0.818 1.766 0.441 -0.005 0.114 0.041
H 4.149 -1.422 0.687 0.137 0.414 0.213
H 4.247 -1.013 -1.093 0.162 0.450 0.027
H 4.572 0.277 0.170 0.802 0.115 0.062
H -2.581 -2.106 0.986 0.056 0.113 -0.150
H -3.765 -0.822 1.270 0.075 0.095 -0.157
H -4.140 -2.136 0.134 0.020 0.066 -0.173
H 3.644 1.661 -0.535 0.322 -0.337 -0.105
H 3.528 1.270 1.252 0.335 -0.348 -0.002
H 1.948 -0.091 -0.996 0.217 0.065 -0.089
H 1.854 -0.474 0.761 0.210 0.016 0.090
H -2.697 3.101 0.284 0.049 0.017 0.010
H -3.716 1.842 -0.244 0.080 0.084 0.084
H -2.366 -1.372 -1.284 -0.199 0.396 0.202
H -3.477 -0.153 -1.057 0.301 -0.307 0.000
```
Forces are in eV/Å.

3.
The following is a DFT calculation (ωB97M-V with the def2-TZVPD basis set) of a cluster of 2 separate species, C2H3BrO in total.

Calculated values
ΔE to the lowest compared entry with this formula, charge and spin, kcal/mol: 80.23
LUMO (alpha / beta), eV: -0.44 / -1.40
Orbital gap (alpha / beta), eV: 8.7 / 8.0
Spin multiplicity: 1
Charge: 0

```
7
Properties=species:S:1:pos:R:3:forces:R:3
C 1.905 0.119 1.812 0.794 -3.005 -0.247
C -0.097 -0.111 -0.034 -1.025 1.655 -0.239
O 2.549 -0.861 1.991 -1.581 2.766 -0.415
Br 1.629 1.637 3.021 0.077 0.157 0.144
H 0.598 -0.294 -0.848 -0.061 -0.235 0.357
H -0.700 0.848 -0.140 1.213 -1.083 0.348
H -0.727 -0.891 0.382 0.584 -0.255 0.052
```
Forces are in eV/Å.

no.,electronic energy (hartree)
1,-3057.0835
2,-363.0646
3,-2727.1280